(P)
The ion C5H7NP with charge +1. Source: the OMol25 dataset; level of theory: wB97M-V/def2-TZVPD.

Its HOMO energy (spin up / spin down) is -13.1698 / -13.1687 eV. As for the HOMO-LUMO gap (spin up / spin down): 0.234 / 0.234 hartree.

Geometry as ORCA input:
```
! wB97M-V def2-TZVPD RIJCOSX def2/J DEFGRID3
* xyz 1 1
C -1.85 -0.52 0.18
C -0.82 -1.39 0.21
C -1.77 0.95 0.03
C 0.57 -1.25 -0.08
C -0.69 1.57 0.13
N 1.32 -0.21 0.08
P 2.87 0.16 0.32
H -2.87 -0.86 -0.05
H -1.28 -2.45 0.14
H -2.74 1.47 -0.16
H 1.05 -1.99 -0.63
H -0.07 2.49 0.33
H 2.90 1.68 0.50
H 3.38 0.36 -1.00
*
```



(Q)
A cluster of 2 separate species, C5H7NP in total. Source: the OMol25 dataset; level of theory: wB97M-V/def2-TZVPD.

Its HOMO energy (spin up / spin down) is -14.2371 / -13.7357 eV. As for the HOMO-LUMO gap (spin up / spin down): 0.245 / 0.193 hartree.

Geometry as ORCA input:
```
! wB97M-V def2-TZVPD RIJCOSX def2/J DEFGRID3
* xyz 1 1
C -0.86 1.80 0.18
C 0.48 1.69 -0.05
C -1.76 0.76 0.31
C 0.84 0.37 -0.21
C -1.24 -0.47 0.19
N 0.03 -0.62 -0.07
P 1.82 -3.38 -0.59
H -1.48 2.73 0.21
H 1.15 2.53 -0.12
H -2.82 0.79 0.42
H 1.85 0.06 -0.48
H -1.87 -1.26 0.29
H 2.05 -2.01 -0.81
H 1.81 -2.99 0.74
*
```



Name the least stable of them. (P).



(P)
The molecule C4H5FN2O. Source: the OMol25 dataset; level of theory: wB97M-V/def2-TZVPD.

Its HOMO energy is -8.6861 eV. As for the structure (SMILES): Cn1cc(O)c(F)n1. As for the HOMO-LUMO gap: 0.336 hartree.

Geometry as ORCA input:
```
! wB97M-V def2-TZVPD RIJCOSX def2/J DEFGRID3
* xyz 0 1
C -1.38 0.44 1.56
N -0.33 0.12 0.66
C -0.47 0.00 -0.71
C 0.79 -0.30 -1.20
O 0.80 -0.80 -2.45
C 1.57 -0.18 -0.06
F 2.87 -0.32 -0.13
N 0.94 0.13 0.99
H -1.69 -0.50 2.21
H -1.17 1.33 2.28
H -2.28 0.56 0.91
H -1.47 -0.05 -1.17
H 1.83 -0.44 -2.89
*
```



(Q)
The molecule C4H5FN2O. Source: the OMol25 dataset; level of theory: wB97M-V/def2-TZVPD.

Its HOMO energy is -8.7973 eV. As for the structure (SMILES): Nc1ncoc1CF. As for the HOMO-LUMO gap: 0.358 hartree.

Geometry as ORCA input:
```
! wB97M-V def2-TZVPD RIJCOSX def2/J DEFGRID3
* xyz 0 1
N -0.14 -1.28 -1.53
C -0.50 -0.56 -0.39
N -1.78 -0.76 0.14
C -1.72 0.02 1.22
O -0.62 0.69 1.47
C 0.22 0.23 0.39
C 1.64 0.80 0.30
F 1.64 2.01 -0.42
H -0.96 -1.69 -2.04
H 0.51 -0.78 -2.14
H -2.52 0.19 1.95
H 2.28 0.11 -0.28
H 1.95 1.01 1.34
*
```



Name the least stable of them. (P).



(P)
A cluster of 12 separate species, C48H72O36 in total. Source: the OMol25 dataset; level of theory: wB97M-V/def2-TZVPD.

Its HOMO energy is -10.6467 eV. As for the structure (SMILES): C[C@H]1COC(=O)O1.C[C@H]1COC(=O)O1.C[C@H]1COC(=O)O1.C[C@H]1COC(=O)O1.C[C@H]1COC(=O)O1.C[C@H]1COC(=O)O1.C[C@H]1COC(=O)O1.C[C@H]1COC(=O)O1.C[C@H]1COC(=O)O1.C[C@H]1COC(=O)O1.C[C@H]1COC(=O)O1.C[C@H]1COC(=O)O1. As for the HOMO-LUMO gap: 0.390 hartree.

Geometry as ORCA input:
```
! wB97M-V def2-TZVPD RIJCOSX def2/J DEFGRID3
* xyz 0 1
C 18.86 -21.83 -8.68
C 17.41 -22.25 -9.20
C 16.71 -23.31 -8.34
O 15.51 -22.73 -8.05
C 15.44 -21.47 -8.43
O 14.47 -20.70 -8.37
O 16.58 -21.10 -9.06
H 18.91 -21.56 -7.63
H 19.28 -21.04 -9.29
H 19.54 -22.67 -8.81
H 17.38 -22.55 -10.25
H 17.34 -23.41 -7.46
H 16.72 -24.29 -8.82
C 17.27 -13.61 -7.94
C 17.61 -12.18 -8.51
C 17.29 -11.92 -9.99
O 16.74 -10.63 -9.95
C 16.41 -10.26 -8.71
O 15.93 -9.19 -8.38
O 16.82 -11.22 -7.82
H 16.19 -13.77 -8.00
H 17.41 -13.62 -6.86
H 17.89 -14.38 -8.40
H 18.63 -11.90 -8.24
H 16.50 -12.53 -10.42
H 18.13 -11.99 -10.70
C 1.12 -7.13 -8.28
C 0.47 -6.19 -7.20
C -0.86 -5.63 -7.66
O -1.74 -5.92 -6.63
C -1.23 -6.83 -5.81
O -1.92 -7.34 -4.89
O 0.08 -7.02 -6.11
H 0.45 -7.95 -8.53
H 2.03 -7.66 -8.00
H 1.44 -6.64 -9.20
H 1.04 -5.33 -6.87
H -1.22 -6.11 -8.57
H -0.67 -4.60 -7.94
C 6.80 -7.44 -1.60
C 7.28 -6.42 -0.62
C 8.68 -6.53 -0.12
O 9.27 -5.32 -0.41
C 8.53 -4.58 -1.19
O 8.80 -3.42 -1.51
O 7.36 -5.28 -1.40
H 5.78 -7.31 -1.95
H 6.83 -8.44 -1.18
H 7.43 -7.41 -2.49
H 6.61 -6.26 0.22
H 9.23 -7.32 -0.63
H 8.53 -6.69 0.94
C 7.80 -14.86 -16.31
C 6.58 -15.15 -17.21
C 5.30 -15.43 -16.39
O 4.45 -14.39 -16.80
C 4.98 -13.64 -17.75
O 4.42 -12.72 -18.31
O 6.28 -13.98 -17.93
H 8.03 -15.70 -15.66
H 7.53 -13.98 -15.72
H 8.62 -14.50 -16.93
H 6.79 -16.00 -17.86
H 5.44 -15.55 -15.32
H 4.99 -16.40 -16.79
C 3.12 -13.18 -4.24
C 2.02 -14.13 -4.72
C 0.82 -13.49 -5.43
O 0.72 -14.22 -6.66
C 1.79 -14.85 -6.91
O 2.17 -15.36 -7.96
O 2.55 -14.79 -5.83
H 4.06 -13.69 -4.04
H 2.78 -12.56 -3.41
H 3.39 -12.43 -4.98
H 1.86 -14.90 -3.97
H 0.99 -12.44 -5.67
H -0.17 -13.56 -4.98
C -0.52 -11.13 -13.23
C -0.53 -10.12 -14.45
C -1.63 -10.16 -15.40
O -2.21 -8.91 -15.28
C -1.57 -8.17 -14.32
O -1.94 -7.07 -13.89
O -0.54 -8.86 -13.86
H -0.56 -12.18 -13.49
H -1.37 -10.85 -12.60
H 0.39 -10.99 -12.66
H 0.37 -10.18 -15.06
H -2.26 -11.02 -15.19
H -1.17 -10.27 -16.39
C 7.57 -12.42 -9.53
C 8.52 -12.86 -8.43
C 9.96 -13.10 -8.94
O 10.73 -12.35 -8.01
C 9.93 -11.66 -7.18
O 10.29 -10.92 -6.25
O 8.69 -11.75 -7.58
H 7.39 -13.32 -10.13
H 7.92 -11.66 -10.23
H 6.57 -12.11 -9.24
H 8.08 -13.69 -7.88
H 10.10 -12.79 -9.97
H 10.08 -14.19 -8.92
C 11.56 -13.34 0.01
C 12.92 -13.91 0.13
C 13.93 -13.24 -0.75
O 14.99 -12.97 0.10
C 14.68 -13.14 1.36
O 15.44 -12.72 2.26
O 13.45 -13.68 1.43
H 11.44 -12.27 0.21
H 10.97 -13.83 0.78
H 11.08 -13.48 -0.95
H 12.95 -14.96 -0.16
H 13.55 -12.33 -1.20
H 14.26 -13.84 -1.60
C 15.70 -6.42 -1.14
C 17.18 -6.88 -1.20
C 17.69 -7.46 -2.46
O 18.90 -6.83 -2.65
C 18.98 -5.74 -1.89
O 19.87 -4.99 -2.11
O 17.95 -5.71 -1.05
H 15.07 -7.26 -1.44
H 15.47 -5.56 -1.77
H 15.41 -6.05 -0.16
H 17.41 -7.45 -0.30
H 16.91 -7.31 -3.20
H 17.85 -8.54 -2.38
C 7.86 -5.75 -8.97
C 8.21 -5.47 -10.48
C 9.38 -6.22 -11.10
O 8.94 -6.71 -12.35
C 7.64 -6.53 -12.44
O 6.95 -6.84 -13.37
O 7.17 -5.93 -11.31
H 7.67 -6.81 -8.82
H 6.91 -5.24 -8.81
H 8.63 -5.36 -8.30
H 8.44 -4.41 -10.58
H 9.58 -7.03 -10.39
H 10.32 -5.68 -11.20
C 9.72 -21.86 -0.54
C 10.38 -21.33 -1.84
C 9.70 -21.88 -3.14
O 9.27 -20.69 -3.82
C 9.49 -19.61 -3.09
O 9.09 -18.44 -3.43
O 10.11 -19.95 -1.89
H 9.58 -22.94 -0.54
H 8.74 -21.44 -0.35
H 10.29 -21.64 0.36
H 11.47 -21.42 -1.87
H 8.84 -22.53 -2.99
H 10.45 -22.46 -3.69
*
```



(Q)
A cluster of 12 separate species, C48H72O36 in total. Source: the OMol25 dataset; level of theory: wB97M-V/def2-TZVPD.

Its HOMO energy is -10.5277 eV. As for the structure (SMILES): C[C@H]1COC(=O)O1.C[C@H]1COC(=O)O1.C[C@H]1COC(=O)O1.C[C@H]1COC(=O)O1.C[C@H]1COC(=O)O1.C[C@H]1COC(=O)O1.C[C@H]1COC(=O)O1.C[C@H]1COC(=O)O1.C[C@H]1COC(=O)O1.C[C@H]1COC(=O)O1.C[C@H]1COC(=O)O1.C[C@H]1COC(=O)O1. As for the HOMO-LUMO gap: 0.376 hartree.

Geometry as ORCA input:
```
! wB97M-V def2-TZVPD RIJCOSX def2/J DEFGRID3
* xyz 0 1
C -2.75 -0.67 6.38
C -2.14 0.28 5.39
C -2.45 1.76 5.54
O -1.32 2.22 6.27
C -0.32 1.31 6.20
O 0.72 1.41 6.67
O -0.73 0.19 5.55
H -3.84 -0.61 6.39
H -2.34 -0.56 7.39
H -2.50 -1.69 6.08
H -2.46 -0.10 4.42
H -3.35 1.78 6.15
H -2.57 2.24 4.57
C -1.30 -0.38 1.27
C -1.26 0.23 -0.11
C -0.34 1.51 -0.33
O 0.75 0.99 -1.16
C 0.38 -0.23 -1.71
O 0.97 -0.76 -2.57
O -0.65 -0.77 -0.99
H -0.34 -0.76 1.61
H -2.10 -1.11 1.32
H -1.57 0.42 1.97
H -2.26 0.56 -0.42
H 0.05 1.88 0.61
H -0.88 2.26 -0.89
C 1.84 -1.64 -5.78
C 1.41 -2.46 -6.97
C 0.07 -1.97 -7.53
O 0.27 -1.94 -8.92
C 1.60 -2.04 -9.18
O 2.03 -2.05 -10.20
O 2.32 -2.21 -8.07
H 1.85 -0.57 -6.04
H 2.84 -1.90 -5.46
H 1.17 -1.67 -4.91
H 1.37 -3.52 -6.73
H -0.24 -1.00 -7.12
H -0.71 -2.64 -7.16
C 2.22 -3.33 6.17
C 1.18 -2.45 5.48
C 1.47 -2.04 4.03
O 0.24 -2.32 3.36
C -0.49 -3.16 4.09
O -1.37 -3.68 3.68
O 0.00 -3.28 5.30
H 1.81 -3.81 7.05
H 3.04 -2.69 6.50
H 2.58 -4.07 5.47
H 0.98 -1.57 6.07
H 2.32 -2.52 3.54
H 1.72 -0.97 4.05
C -1.31 -6.20 1.12
C -0.34 -5.58 0.18
C -0.84 -4.43 -0.73
O 0.29 -3.56 -0.78
C 0.98 -3.68 0.41
O 1.79 -2.92 0.83
O 0.64 -4.84 1.02
H -1.94 -6.91 0.57
H -1.96 -5.47 1.59
H -0.73 -6.77 1.84
H 0.25 -6.26 -0.46
H -1.75 -3.94 -0.35
H -1.12 -4.68 -1.75
C -0.25 5.67 5.85
C -1.33 5.00 5.05
C -2.10 5.96 4.09
O -2.29 5.14 2.90
C -1.43 4.10 2.94
O -1.31 3.28 2.15
O -0.69 4.15 4.08
H 0.47 6.11 5.15
H 0.30 4.89 6.37
H -0.68 6.48 6.43
H -2.10 4.54 5.67
H -1.53 6.83 3.77
H -3.08 6.26 4.44
C 2.90 -3.93 -2.84
C 3.69 -4.75 -3.82
C 3.72 -6.28 -3.76
O 3.82 -6.63 -5.19
C 3.50 -5.56 -5.96
O 3.28 -5.61 -7.10
O 3.17 -4.48 -5.16
H 1.85 -4.25 -2.87
H 2.89 -2.89 -3.14
H 3.30 -4.05 -1.84
H 4.73 -4.40 -3.77
H 2.85 -6.72 -3.27
H 4.64 -6.64 -3.28
C -8.00 2.60 2.27
C -6.65 2.63 2.95
C -6.63 2.05 4.37
O -5.40 1.30 4.40
C -5.00 1.04 3.12
O -4.11 0.30 2.80
O -5.73 1.77 2.24
H -8.63 3.39 2.66
H -8.47 1.62 2.37
H -7.87 2.76 1.20
H -6.30 3.66 2.86
H -7.46 1.34 4.47
H -6.62 2.77 5.18
C 4.16 2.26 -3.06
C 5.49 1.90 -2.53
C 5.56 0.55 -1.78
O 6.64 -0.14 -2.41
C 7.00 0.49 -3.55
O 7.75 0.06 -4.32
O 6.42 1.71 -3.62
H 4.23 3.18 -3.64
H 3.42 2.42 -2.28
H 3.77 1.43 -3.65
H 5.93 2.69 -1.92
H 4.60 0.01 -1.89
H 5.67 0.74 -0.72
C 1.74 2.02 3.31
C 3.14 1.51 3.14
C 3.45 0.71 1.83
O 4.65 1.37 1.31
C 4.98 2.42 2.09
O 5.85 3.09 1.90
O 4.07 2.65 3.04
H 1.67 2.95 3.88
H 1.15 1.27 3.85
H 1.15 2.19 2.41
H 3.43 0.94 4.03
H 2.69 0.67 1.06
H 3.73 -0.31 2.13
C 2.70 5.19 -6.36
C 1.50 4.47 -5.78
C 1.69 2.98 -5.54
O 1.01 2.78 -4.29
C 0.89 3.98 -3.64
O 0.54 4.15 -2.53
O 1.04 4.98 -4.52
H 3.08 4.57 -7.18
H 3.48 5.27 -5.59
H 2.50 6.18 -6.74
H 0.68 4.63 -6.51
H 2.73 2.64 -5.58
H 1.19 2.41 -6.32
C -4.81 0.03 -0.50
C -4.66 -0.50 -1.88
C -5.56 -1.69 -2.28
O -6.31 -1.21 -3.35
C -5.88 0.01 -3.73
O -6.17 0.50 -4.68
O -5.07 0.53 -2.81
H -4.24 -0.57 0.23
H -5.81 0.07 -0.07
H -4.40 1.03 -0.43
H -3.61 -0.70 -2.13
H -6.12 -1.99 -1.39
H -5.05 -2.59 -2.61
*
```



Name the least stable of them. (P).